No. 1
The following is a quantum chemistry calculation of a molecular structure, C4H11O2S2 in a non-equilibrium geometry, from the Open Molecules 2025 dataset.

Summary:
* total charge: -1
* HOMO energy: -3.78 eV
* frontier orbital gap: 6.930 eV
* ΔE to the lowest compared entry with this formula, charge and spin: 102.8 kJ/mol
* total energy: -30091.6387 eV

Last column: Mulliken charge in e.
Element x y z (Å)
1 S 1.16 -1.07 2.32  -0.16
2 S 1.63 -2.43 0.81  -0.15
3 O -1.12 1.93 -1.14  -0.82
4 O -1.23 -0.28 -2.14  -0.86
5 C -0.10 2.15 -0.30  -0.51
6 C -0.12 1.06 0.80  0.02
7 C 1.23 0.56 1.25  -0.92
8 C 0.05 -2.67 -0.14  -0.42
9 H -0.27 3.20 0.19  0.21
10 H 0.79 2.09 -0.87  0.27
11 H -0.72 0.20 0.31  -0.06
12 H 1.88 0.32 0.46  0.46
13 H -0.73 1.23 1.70  0.25
14 H -0.51 -1.77 -0.61  0.10
15 H 0.37 -3.36 -0.93  0.28
16 H -1.16 0.70 -1.56  0.46
17 H -2.02 0.01 -2.71  0.23
18 H -0.78 -3.12 0.55  0.21
19 H 1.64 1.23 2.00  0.38

***

No. 2
The following is a quantum chemistry calculation of C3H4I2 in the gas phase in a non-equilibrium geometry, from the Open Molecules 2025 dataset.

Summary:
* HOMO energy: -9.15 eV
* frontier orbital gap: 9.241 eV
* ΔE to the lowest compared entry with this formula, charge and spin: 78.8 kJ/mol
* total energy: -19375.1540 eV

Last column: Mulliken charge in e.
Element x y z (Å)
1 I -1.43 -1.18 -2.11  0.00
2 I -0.70 2.06 1.68  0.00
3 C 0.78 -0.41 0.15  -0.33
4 C 0.04 0.89 -0.02  -0.50
5 C -0.69 -0.57 -0.14  -0.55
6 H 1.27 -0.89 1.13  0.19
7 H 0.36 1.45 -0.87  0.46
8 H -1.15 -0.86 0.77  0.48
9 H 1.52 -0.50 -0.59  0.25

***

Q: Among the records above, which one has the highest HOMO energy?
A: C4H11O2S2